[1]
{"formula": "C27H28N2O7", "method": "wB97M-V/def2-TZVPD", "smiles": "COc1ccc2c(C)c(CC(=O)N3CCN(C(=O)[C@@H]4COc5ccccc5O4)CC3)c(=O)oc2c1C", "charge": 0, "multiplicity": 1, "symbols": ["O", "O", "O", "O", "O", "O", "O", "N", "N", "C", "C", "C", "C", "C", "C", "C", "C", "C", "C", "C", "C", "C", "C", "C", "C", "C", "C", "C", "C", "C", "C", "C", "C", "C", "C", "C", "H", "H", "H", "H", "H", "H", "H", "H", "H", "H", "H", "H", "H", "H", "H", "H", "H", "H", "H", "H", "H", "H", "H", "H", "H", "H", "H", "H"], "xyz": [[3.423528, -0.073330, 0.576100], [-3.425811, -4.199216, -0.017026], [-1.031687, -0.343112, -1.126681], [0.305709, 4.202150, -2.173034], [0.278477, 1.358781, -1.539753], [2.479729, -2.677440, -0.134136], [0.240400, 0.098351, 1.882091], [1.558884, 1.838477, 1.348089], [0.357223, 3.788840, 0.037900], [0.758979, 2.711129, 2.179858], [-2.180083, -0.876199, -0.645537], [-0.829095, 0.993306, -1.207083], [4.250336, -1.035343, 0.048194], [-3.112671, 1.376498, -0.427874], [-1.169370, -3.148180, -1.106151], [3.782084, -2.298238, -0.326737], [5.987454, -2.881110, -1.085716], [-3.414556, -2.844068, -0.046834], [6.458935, -1.643428, -0.678343], [1.796112, 3.916954, 0.099049], [-0.245310, 3.776278, -1.181368], [-2.262641, -2.265920, -0.591216], [1.782686, -1.824050, 0.741922], [-4.538152, -4.861124, 0.535957], [-3.236896, -0.047583, -0.230631], [-4.366789, -0.664452, 0.314561], [-4.452187, -2.033194, 0.417524], [-1.941236, 1.883974, -0.899847], [-0.269382, 3.420012, 1.290847], [5.592982, -0.722779, -0.120734], [-1.711373, 3.345230, -1.203271], [1.192972, 0.547384, 1.263226], [2.415456, 2.542240, 0.411862], [4.657715, -3.208411, -0.905820], [2.050080, -0.360762, 0.386954], [-4.303508, 2.231072, -0.117338], [-5.455037, -4.642884, -0.020622], [0.722356, -2.052846, 0.650917], [1.420934, 3.421760, 2.679697], [4.268754, -4.170019, -1.200777], [1.774237, -0.196176, -0.667698], [-0.653872, 4.317264, 1.796885], [-5.336845, -2.469624, 0.852453], [-5.188527, -0.065589, 0.670905], [7.500067, -1.389542, -0.804548], [2.478603, 1.969581, -0.511766], [-4.679001, -4.600532, 1.589428], [2.063784, 4.661280, 0.855066], [-0.780437, -3.773266, -0.304308], [-4.173839, 3.249196, -0.466417], [2.134404, 4.263518, -0.877907], [-1.569138, -3.814438, -1.869141], [-4.314735, -5.923798, 0.456165], [2.103028, -1.996075, 1.778924], [-4.479404, 2.248344, 0.958036], [0.251645, 2.101153, 2.928525], [-2.062593, 3.548432, -2.219850], [6.657929, -3.596816, -1.535865], [5.931993, 0.253277, 0.188431], [-1.097623, 2.733038, 1.114437], [-0.362859, -2.559162, -1.529240], [-2.265022, 3.983510, -0.513269], [-5.187826, 1.819055, -0.599052], [3.420004, 2.658602, 0.831585]], "forces_ev_per_angstrom": [[0.258, -0.056, 0.133], [0.296, 0.264, -0.137], [0.108, -0.243, -0.092], [0.024, -0.014, -0.374], [-0.459, -0.288, -0.024], [0.323, -0.064, -0.328], [-0.268, -0.263, -0.010], [-0.065, 0.265, 0.267], [0.218, -0.045, 0.124], [-0.238, -0.084, 0.126], [-0.862, -0.284, 0.404], [0.457, 0.199, -0.121], [0.004, -0.061, -0.114], [0.477, 0.278, -0.173], [-0.009, 0.040, 0.006], [0.032, 0.025, 0.075], [-0.003, -0.081, -0.019], [0.114, 0.450, -0.068], [0.057, 0.077, 0.004], [0.144, -0.008, -0.173], [-0.365, 0.504, 0.156], [0.068, 0.017, -0.018], [-0.276, 0.487, 0.371], [-0.241, -0.152, 0.114], [0.191, -0.440, -0.053], [0.333, 0.120, -0.162], [-0.143, -0.376, 0.084], [-0.556, -0.055, 0.125], [-0.168, 0.066, 0.264], [-0.194, -0.042, 0.037], [0.141, -0.102, -0.251], [0.390, -0.137, -0.096], [0.308, 0.151, -0.278], [-0.132, 0.133, 0.073], [-0.484, -0.542, -0.209], [0.170, 0.045, -0.077], [0.047, 0.010, 0.029], [0.125, 0.046, 0.037], [-0.053, -0.024, -0.008], [-0.056, -0.125, -0.024], [0.067, -0.007, 0.190], [-0.029, -0.135, 0.057], [-0.069, -0.063, 0.032], [-0.094, 0.083, 0.015], [0.091, 0.030, -0.014], [0.063, 0.062, 0.071], [0.007, 0.007, -0.052], [0.047, -0.027, -0.077], [0.088, -0.078, 0.010], [-0.034, 0.049, 0.020], [0.041, 0.017, 0.192], [0.055, -0.066, -0.052], [-0.062, 0.073, 0.028], [-0.067, -0.020, -0.112], [-0.076, 0.016, 0.076], [0.077, 0.180, -0.053], [0.076, 0.124, 0.129], [0.057, -0.068, -0.037], [0.034, 0.133, 0.035], [0.055, 0.085, 0.079], [0.089, -0.052, -0.032], [-0.015, -0.045, -0.027], [-0.088, -0.004, 0.012], [-0.025, 0.018, -0.113]], "lowdin_charge": [0.01, -0.07, 0.14, 0.07, 0.13, -0.01, 0.08, -0.02, -0.04, -0.10, -0.12, -0.37, -0.18, -0.14, -0.01, -0.20, -0.10, -0.22, -0.10, -0.10, -0.47, -0.10, -0.10, -0.08, -0.10, -0.01, -0.01, -0.09, -0.10, 0.00, -0.03, -0.39, -0.10, 0.00, -0.19, -0.01, 0.10, 0.12, 0.13, 0.12, 0.16, 0.13, 0.10, 0.11, 0.10, 0.12, 0.10, 0.12, 0.09, 0.07, 0.13, 0.09, 0.10, 0.15, 0.10, 0.13, 0.14, 0.10, 0.12, 0.11, 0.08, 0.12, 0.09, 0.13]}

***

[2]
{"formula": "Cl11K2Mg4N3O53", "method": "wB97M-V/def2-TZVPD", "charge": -4, "multiplicity": 1, "symbols": ["K", "K", "Cl", "Cl", "Cl", "Cl", "Cl", "Cl", "Cl", "Cl", "Cl", "Cl", "Cl", "Mg", "Mg", "Mg", "Mg", "O", "O", "O", "O", "O", "O", "O", "O", "O", "O", "O", "O", "O", "O", "O", "O", "O", "O", "O", "O", "O", "O", "O", "O", "O", "O", "O", "O", "O", "O", "O", "O", "O", "O", "O", "O", "O", "O", "O", "O", "O", "O", "O", "O", "O", "O", "O", "O", "O", "O", "O", "O", "O", "N", "N", "N"], "xyz": [[12.560660, 10.113077, 12.694502], [9.363256, 10.991197, 16.780913], [7.489718, 10.440296, 19.822440], [15.912255, 8.399252, 16.332118], [11.271306, 12.830338, 9.750021], [11.299910, 8.632421, 15.215213], [13.920094, 6.057026, 13.001112], [11.229064, 19.588395, 14.698297], [15.304477, 14.134514, 6.657648], [13.565873, 17.191921, 11.313453], [11.782015, 13.824570, 14.735128], [10.102672, 14.502596, 6.235063], [6.198369, 14.730584, 9.028863], [12.532960, 15.389580, 8.324364], [8.941882, 15.235063, 9.307991], [13.725869, 6.519039, 16.191332], [11.380943, 16.714659, 13.007181], [14.721836, 18.010388, 11.198121], [11.294991, 15.139115, 14.366667], [14.031253, 4.337442, 16.705706], [12.311140, 17.924043, 11.255710], [6.942024, 15.871184, 8.537422], [9.920210, 13.514802, 5.243276], [9.223342, 14.311251, 7.369025], [10.319016, 18.249910, 8.087412], [11.943512, 9.891082, 15.154272], [10.273303, 13.849612, 10.137668], [12.998436, 5.606574, 18.077114], [9.938988, 8.805317, 15.577295], [9.118754, 17.479990, 12.564395], [13.776681, 3.661859, 18.719334], [13.402536, 5.896886, 14.345486], [11.337201, 8.008034, 13.954070], [7.243679, 13.871629, 9.493692], [14.649747, 8.519316, 16.981423], [10.951063, 20.374587, 13.476507], [14.478496, 15.004262, 7.538460], [10.196686, 15.888982, 11.637596], [15.858331, 14.955591, 5.626967], [13.612586, 16.466058, 12.567054], [12.286799, 17.428142, 7.774148], [10.691563, 16.244364, 8.765582], [5.479120, 13.987400, 7.965127], [12.049402, 7.729526, 16.124905], [14.546592, 13.030383, 6.175447], [8.302466, 16.494525, 10.731594], [16.006815, 9.388861, 15.309533], [15.840969, 7.061601, 15.721916], [5.294050, 14.998736, 10.063728], [7.735467, 11.688663, 20.552499], [11.506832, 18.219256, 14.316968], [16.379092, 13.605344, 7.474318], [12.396265, 20.130746, 15.320153], [12.724185, 5.868265, 12.175349], [9.979939, 15.837562, 5.672569], [11.746345, 12.232449, 11.005898], [12.331259, 13.897903, 16.042057], [14.868979, 5.025784, 12.768253], [14.539139, 7.364068, 12.814889], [7.019846, 9.497267, 20.749238], [11.448647, 14.352697, 6.826424], [10.642241, 11.804308, 8.907696], [10.695275, 12.845139, 14.622309], [8.663542, 9.948791, 19.154095], [12.376780, 13.510096, 9.120558], [16.958569, 8.456378, 17.295659], [12.782990, 13.484534, 13.758720], [13.616653, 16.199709, 10.227816], [10.094050, 19.611164, 15.543783], [6.558011, 10.624128, 18.778664], [11.107370, 17.325438, 8.152328], [9.198526, 16.644661, 11.614913], [13.618781, 4.525310, 17.889183]], "forces_ev_per_angstrom": [[0.298, 0.311, -0.509], [0.017, 0.375, 0.174], [0.729, 1.654, 0.782], [0.518, -0.174, -1.050], [-1.815, -2.447, 1.663], [1.197, -2.432, -0.050], [-1.483, 0.058, -2.107], [-0.167, 3.299, -2.515], [1.524, -0.714, 1.749], [1.931, -1.098, -1.782], [0.827, -1.771, -1.693], [1.843, 1.386, 0.238], [-1.681, -3.057, -3.086], [1.369, -0.772, -0.274], [-0.091, -0.902, -0.948], [0.285, -0.169, 0.287], [0.519, 0.284, 0.895], [-0.663, 0.411, 0.102], [-1.059, 1.459, -0.170], [0.353, 0.828, -0.137], [-0.212, -0.136, 0.388], [-0.398, 1.285, -0.497], [-0.394, -0.291, 0.019], [-1.230, 0.043, -0.008], [0.633, -0.700, -0.373], [0.572, 1.387, 0.796], [0.380, -0.563, -0.650], [0.294, 0.648, 0.323], [-0.678, -0.229, 1.306], [-0.118, -1.132, -2.065], [-0.234, 0.209, 0.876], [0.133, 0.384, 1.551], [0.059, -0.383, -1.798], [1.978, -1.199, 1.292], [-2.174, 0.061, 1.240], [0.270, -1.331, 1.446], [-0.693, 0.030, -0.200], [-0.073, -0.256, -0.972], [-0.433, 0.128, -0.457], [-1.226, -0.038, 0.606], [-0.229, -1.624, 0.161], [1.640, 0.011, -0.525], [1.116, 1.924, 1.159], [-1.349, 1.158, 0.238], [-0.708, 0.341, -0.561], [1.343, 0.532, 1.293], [0.592, -0.055, 0.228], [0.107, -0.524, -0.033], [-0.750, 1.258, 1.079], [0.199, -0.765, -1.061], [0.372, -1.628, -0.267], [-0.421, 0.545, -0.228], [0.014, -0.364, 0.470], [1.626, 0.629, 0.136], [-0.211, -1.034, 0.690], [-0.396, 0.576, -1.705], [-0.392, -0.193, 0.457], [0.481, -0.198, -0.181], [-0.899, -0.782, 0.311], [-0.608, -1.637, 1.287], [0.012, 0.318, -0.868], [1.467, 2.037, 1.088], [0.424, 0.965, 0.781], [1.703, -0.057, 0.201], [0.353, -0.088, -0.109], [0.423, 0.133, -0.233], [-0.024, -0.227, 0.398], [-0.741, 0.431, 0.232], [-0.412, -0.252, 0.750], [-1.962, 0.904, -1.341], [-2.585, 2.869, 0.959], [-1.038, 1.260, 2.149], [-0.054, -0.909, -1.339]], "lowdin_charge": [0.92, 0.93, 0.59, 0.68, 0.81, 0.67, 0.70, 0.68, 0.68, 0.74, 0.70, 0.75, 0.69, 0.74, 0.73, 0.79, 0.79, -0.26, -0.38, -0.05, -0.32, -0.35, -0.26, -0.36, 0.12, -0.40, -0.37, -0.04, -0.39, 0.06, 0.04, -0.41, -0.35, -0.35, -0.35, -0.35, -0.41, -0.05, -0.34, -0.31, 0.05, -0.15, -0.33, -0.36, -0.32, 0.01, -0.29, -0.37, -0.28, -0.38, -0.40, -0.35, -0.33, -0.34, -0.30, -0.37, -0.29, -0.31, -0.34, -0.34, -0.38, -0.27, -0.37, -0.46, -0.33, -0.30, -0.32, -0.33, -0.32, -0.37, -0.48, -0.43, -0.58]}

***

[3]
{"formula": "C20H24N4O2RhS", "method": "wB97M-V/def2-TZVPD", "charge": 3, "multiplicity": 1, "symbols": ["Rh", "S", "O", "O", "N", "N", "N", "N", "C", "C", "C", "C", "C", "C", "C", "C", "C", "C", "C", "C", "C", "C", "C", "C", "C", "C", "C", "C", "H", "H", "H", "H", "H", "H", "H", "H", "H", "H", "H", "H", "H", "H", "H", "H", "H", "H", "H", "H", "H", "H", "H", "H"], "xyz": [[-0.003289, -0.045330, -0.222175], [3.972748, 0.977320, -1.424737], [2.355790, 1.133376, -1.424920], [1.939878, 0.470829, -0.192879], [-0.660451, -0.002525, 1.585282], [-1.099970, 1.639051, -0.679855], [-1.811062, -0.999430, -0.526951], [0.596952, -2.022526, -0.213684], [-2.106500, -0.874950, 3.236923], [-2.769301, -0.032267, -1.150841], [-1.468498, -2.142100, -1.418781], [-0.010070, 0.731708, 2.509038], [2.007289, -3.865944, 0.282944], [-3.346201, 2.410792, -0.774679], [-0.031923, -4.195524, -0.939873], [-1.548844, 3.965776, -0.443993], [-2.415321, 1.395037, -0.825456], [4.257691, 1.645365, -3.058637], [1.712697, -2.517734, 0.342411], [-0.380787, 0.682601, 3.832077], [1.130022, -4.714072, -0.377822], [-0.673821, 2.900382, -0.484190], [-1.438795, -0.142927, 4.204740], [-0.269724, -2.842300, -0.837757], [4.493100, 2.280562, -0.333940], [-2.907451, 3.716311, -0.587258], [-1.696096, -0.780555, 1.919452], [-2.321591, -1.520112, 0.784961], [2.907120, -4.242020, 0.748637], [0.394631, 3.036709, -0.383196], [-1.172459, 4.968302, -0.297742], [-2.731126, -0.165727, -2.233789], [-3.408773, -1.445916, 0.830574], [5.080407, 1.083985, -3.499603], [-2.316726, -2.822182, -1.525195], [5.556411, 2.136755, -0.133071], [-2.939279, -1.516318, 3.494744], [3.348543, 1.475946, -3.634629], [4.494736, 2.704242, -3.002346], [2.360264, -1.807423, 0.836350], [-2.087499, -2.582891, 0.871296], [0.803743, 1.349829, 2.154165], [-0.737689, -4.836942, -1.450964], [-4.398911, 2.189940, -0.894401], [-3.791627, -0.250757, -0.843968], [4.302944, 3.252967, -0.782347], [-3.620779, 4.529866, -0.561247], [3.929831, 2.145582, 0.588199], [-1.738850, -0.211888, 5.242185], [-1.235914, -1.748108, -2.410908], [0.153434, 1.278433, 4.558432], [1.341114, -5.773176, -0.450567]], "forces_ev_per_angstrom": [[-1.013, -1.458, -2.315], [-0.105, -0.093, -0.019], [-0.371, 0.251, 0.066], [0.391, 0.343, 0.570], [0.592, 0.283, 0.686], [0.655, 0.584, 0.788], [-0.109, 0.289, 0.355], [0.491, 0.207, 0.627], [-0.026, 0.044, -0.023], [-0.191, 0.044, -0.081], [-0.085, -0.160, -0.086], [-0.063, 0.011, 0.015], [-0.010, -0.025, -0.048], [-0.031, 0.012, -0.100], [-0.008, 0.000, -0.047], [-0.044, -0.004, -0.065], [0.039, -0.171, -0.093], [0.141, 0.006, -0.052], [-0.115, -0.071, -0.005], [-0.074, -0.022, 0.037], [0.027, 0.002, 0.027], [-0.110, -0.035, -0.132], [0.058, 0.016, -0.003], [-0.007, 0.016, -0.078], [0.023, 0.091, -0.010], [0.032, 0.009, -0.002], [-0.110, 0.015, -0.016], [-0.153, -0.134, 0.071], [0.011, 0.008, -0.019], [0.005, -0.051, 0.077], [-0.009, -0.001, -0.014], [0.055, 0.020, -0.006], [0.002, 0.029, -0.056], [0.010, 0.016, 0.011], [-0.023, 0.031, -0.005], [0.002, -0.001, -0.038], [-0.008, 0.017, -0.007], [0.015, -0.040, 0.008], [-0.046, 0.009, -0.005], [0.014, 0.025, -0.017], [0.094, 0.023, -0.051], [0.028, -0.063, -0.030], [-0.002, 0.004, 0.003], [0.012, 0.008, -0.013], [0.007, -0.078, -0.018], [-0.017, 0.000, 0.025], [0.001, -0.008, 0.037], [0.051, -0.048, 0.026], [-0.012, 0.013, -0.004], [-0.003, 0.039, 0.005], [-0.002, -0.004, 0.002], [-0.011, 0.005, 0.019]], "lowdin_charge": [1.28, 1.14, -0.47, -0.43, -0.03, -0.03, -0.24, -0.02, 0.04, -0.06, -0.08, -0.05, 0.01, 0.03, 0.04, 0.00, -0.23, -0.17, -0.06, 0.01, 0.02, -0.07, 0.03, -0.25, -0.20, 0.02, -0.20, -0.05, 0.13, 0.12, 0.13, 0.15, 0.15, 0.08, 0.16, 0.09, 0.15, 0.08, 0.08, 0.12, 0.15, 0.13, 0.14, 0.14, 0.14, 0.08, 0.14, 0.07, 0.14, 0.15, 0.14, 0.14]}

***

no.,lowest unoccupied orbital energy (eV)
1,0.04
2,6.13
3,-10.38